1.
The following is a quantum chemistry calculation of C13H17Br3MnOSi as an isolated structure, from the OMol25 dataset.

Values from the calculation:
Kohn-Sham gap (alpha / beta) in eV: 4.571 / 4.443
Net charge: +2
Multiplicity: 6
Expectation value of S²: 8.76

CARTESIAN COORDINATES (ANGSTROEM)
C: 2.9444 -0.4541 1.3902
C: 2.4086 -0.9947 0.0607
C: 1.1299 -1.7905 0.2226
O: 0.5404 -2.0884 -1.0588
Si: -0.7086 -1.2576 -1.6396
Br: -1.0482 -1.9455 -3.6857
C: -0.2899 0.6123 -1.8605
C: 0.1541 1.4215 -0.6522
C: -0.4622 1.4364 0.5959
C: 0.0036 2.2823 1.5989
C: 1.0554 3.1703 1.3852
C: 1.6753 3.2022 0.1496
C: 1.2462 2.3057 -0.8344
C: -2.3119 -1.3298 -0.7121
Br: -3.4307 0.2212 -0.9538
C: -2.8212 -2.3282 0.0203
C: -4.1484 -2.3488 0.7076
Br: -1.8263 -3.9141 0.1880
H: 3.7089 -1.1184 1.7872
H: 2.1675 -0.3404 2.1459
H: 3.4515 0.4989 1.2397
H: 2.2847 -0.2075 -0.6881
H: 3.1494 -1.6670 -0.3724
H: 0.4099 -1.3150 0.8985
H: 1.3720 -2.7540 0.6697
H: -1.2340 1.0201 -2.2822
H: 0.4894 0.6580 -2.6326
H: -1.2991 0.7839 0.7999
H: -0.4869 2.2519 2.5632
H: 1.3659 3.8321 2.1807
H: 2.4848 3.8934 -0.0414
H: 1.7852 2.2828 -1.7934
H: -4.1607 -3.1201 1.4716
H: -4.3191 -1.3964 1.2087
H: -4.9481 -2.5453 -0.0059
Mn: -0.3320 3.0429 -2.0711

Forces on atoms 1 to 3 (eV/Å):
C 0.3 0.0 -0.2
C 0.2 -0.2 0.0
C 0.2 -0.5 0.1

***

2.
The following is a quantum chemistry calculation of a 4-piece molecular cluster, C13H17BrO11 overall, from the OMol25 dataset.

Values from the calculation:
Kohn-Sham gap in eV: 10.798
Structure (SMILES): O=C1OCC[C@H]1Br.O=C1OCCO1.O=C1OCCO1.O=C1OCCO1

CARTESIAN COORDINATES (ANGSTROEM)
O: 0.5538 -1.9085 -1.4042
C: -0.4338 -1.5727 -1.8503
O: -0.6614 -0.3983 -2.4584
C: -1.8858 0.0972 -1.8348
C: -2.5513 -1.0869 -1.1064
C: -1.7897 -2.2459 -1.8155
Br: -2.6743 -2.4100 -3.5666
H: -1.5310 0.9025 -1.2151
H: -2.5643 0.5086 -2.5597
H: -2.4659 -1.1169 -0.0296
H: -3.5694 -1.1852 -1.4300
H: -1.8509 -3.2243 -1.3770
C: -1.2152 4.8235 -1.4119
C: -1.6073 5.0114 0.0361
O: -2.8482 4.3054 0.1130
C: -2.8706 3.3842 -0.8806
O: -3.6832 2.5248 -0.9883
O: -1.8319 3.5743 -1.7366
H: -0.1393 4.7707 -1.5591
H: -1.6265 5.5979 -2.0617
H: -0.8975 4.5511 0.7260
H: -1.7415 6.0551 0.3089
C: -0.3057 -1.6834 2.8827
C: 0.3309 -0.3174 2.7774
O: -0.8018 0.5536 2.8510
C: -1.8039 -0.1095 3.4913
O: -2.8152 0.3873 3.8575
O: -1.4835 -1.4233 3.6481
H: 0.3291 -2.4083 3.3863
H: -0.6005 -2.0825 1.9089
H: 0.9991 -0.1012 3.6126
H: 0.8714 -0.1706 1.8449
C: 4.6087 -3.2227 -0.6836
C: 3.6401 -2.0698 -0.5654
O: 4.1240 -1.3800 0.5932
C: 5.4397 -1.6860 0.7473
O: 6.1715 -1.1514 1.5128
O: 5.7995 -2.6890 -0.0965
H: 4.7882 -3.5234 -1.7129
H: 4.2939 -4.0956 -0.1079
H: 3.6857 -1.3958 -1.4224
H: 2.6139 -2.3889 -0.4236

Forces on atoms 1 to 3 (eV/Å):
O 5.6 -2.1 2.4
C -5.4 1.0 -3.3
O 0.0 0.9 0.4

***

3.
The following is a quantum chemistry calculation of C13H17Cl2NO2PRe as an isolated structure, from the OMol25 dataset.

Values from the calculation:
Kohn-Sham gap (alpha / beta) in eV: 6.672 / 4.759
ΔE to the lowest compared entry with this formula, charge and spin in kcal/mol: 0.0
Net charge: +3
Multiplicity: 4
Expectation value of S²: 3.82

CARTESIAN COORDINATES (ANGSTROEM)
C: 1.1533 5.1234 -3.0783
C: 0.8184 3.8441 -2.3724
H: 2.0623 4.9729 -3.6673
H: 1.3128 5.9361 -2.3618
H: 0.3322 5.4064 -3.7517
O: 1.3152 2.7508 -2.5478
Cl: -0.4701 4.0498 -1.1691
Re: 0.1916 0.5991 -0.0777
P: -1.1876 -0.4318 -1.4399
C: -0.8641 -2.0012 -2.3281
C: -2.8799 -0.8247 -0.8442
H: -1.7917 1.6598 -2.5116
H: -2.4214 0.2403 -3.4395
H: -0.6762 0.7057 -3.5259
C: -1.5664 0.6529 -2.8856
H: -3.2365 0.0009 -0.2253
H: -3.5502 -0.9743 -1.6958
H: -1.6523 -2.1780 -3.0691
H: -0.8524 -2.8312 -1.6156
H: -2.8359 -1.7337 -0.2385
H: 0.1032 -1.9569 -2.8359
C: 1.7136 0.0746 -1.1595
O: 2.6124 -0.2545 -1.8384
Cl: -1.6288 1.6317 1.0685
N: 0.5644 -0.3764 1.4316
C: 0.7516 -0.8115 2.5111
C: 1.1460 -1.2567 3.7812
C: 2.2922 -2.0880 3.8464
C: 2.9028 -2.3540 5.0640
C: 2.3609 -1.8524 6.2498
C: 1.1817 -1.0988 6.2127
C: 0.5485 -0.8197 5.0008
H: 2.7211 -2.4645 2.9179
H: 3.8337 -2.9208 5.0553
H: 2.8858 -2.0142 7.1912
H: 0.7739 -0.6833 7.1369
H: -0.3736 -0.2337 4.9945

Forces on atoms 1 to 3 (eV/Å):
C 0.4 -0.2 -0.2
C 0.8 -0.4 -0.7
H -0.2 0.0 0.1

***

4.
The following is a quantum chemistry calculation of C13H17HgI2N4O5S as an isolated structure, from the OMol25 dataset.

Values from the calculation:
Kohn-Sham gap (alpha / beta) in eV: 5.615 / 7.253
ΔE to the lowest compared entry with this formula, charge and spin in kcal/mol: 18.3
Multiplicity: 2
Expectation value of S²: 0.75

CARTESIAN COORDINATES (ANGSTROEM)
Hg: 1.4490 0.4861 -0.5432
C: 3.7521 -2.7698 3.6269
O: 3.3757 -2.7620 2.2529
C: 2.9326 -1.6381 1.6596
O: 2.6627 -1.6616 0.4830
N: 2.8876 -0.5198 2.4580
N: 2.1958 0.5836 1.9490
H: 4.1466 -3.7631 3.8165
H: 2.8867 -2.6080 4.2744
H: 4.5269 -2.0293 3.8300
H: 2.7898 -0.6748 3.4486
H: 2.6893 1.4457 2.1319
H: 1.2365 0.5773 2.2883
I: 1.8506 -1.9211 -2.9121
C: 0.6384 -0.7736 -4.2221
I: 0.8541 1.3195 -3.9817
H: -0.3900 -1.0154 -3.9897
H: 0.9187 -1.0132 -5.2387
S: 1.2517 3.5300 0.6313
C: -0.9453 3.0199 -0.9348
N: -1.4959 3.1797 -2.1401
C: -2.6757 2.6712 -2.5079
C: -3.3981 1.9505 -1.5915
C: -2.8706 1.7738 -0.3137
C: -1.6417 2.3075 0.0240
H: -0.8573 3.6961 -2.7624
H: -2.9967 2.8521 -3.5225
H: -4.3463 1.5193 -1.8742
H: -3.4219 1.1971 0.4179
H: -1.1908 2.1809 0.9967
O: -0.0729 -1.0011 2.3874
C: -0.7060 -1.2324 1.3647
C: -1.8567 -2.2305 1.2923
C: -2.3225 -2.1381 -0.1540
C: -1.4144 -1.0735 -0.7606
O: -1.5134 -0.6601 -1.9056
N: -0.5065 -0.6323 0.1577
H: -2.6158 -1.9444 2.0208
H: -1.4879 -3.2145 1.5793
H: -3.3636 -1.8356 -0.2709
H: -2.1899 -3.0623 -0.7167
O: 0.7866 4.2168 -1.8994
C: 0.4486 3.6676 -0.8496

Forces on atoms 1 to 3 (eV/Å):
Hg 0.0 0.1 0.0
C 0.0 0.0 0.0
O 0.0 0.0 0.0

***

5.
The following is a quantum chemistry calculation of C13H17MoN3O3 as an isolated structure, from the OMol25 dataset.

Values from the calculation:
Kohn-Sham gap (alpha / beta) in eV: 6.733 / 3.425
ΔE to the lowest compared entry with this formula, charge and spin in kcal/mol: 79.3
Net charge: +2
Multiplicity: 3
Expectation value of S²: 2.06

CARTESIAN COORDINATES (ANGSTROEM)
C: -1.8727 -1.2786 1.8901
C: -2.2085 3.0761 -0.3418
H: -2.6056 -1.9050 1.3559
H: -2.4791 -0.5400 2.4660
H: -1.3533 -1.9222 2.5980
H: -1.2287 3.4640 -0.6493
H: -2.7899 2.7678 -1.2194
H: -2.7350 3.9042 0.1575
C: -0.2185 -2.8020 0.2503
C: 0.7863 -3.7690 0.2037
C: 2.0518 -3.4020 -0.2572
C: 2.2520 -2.0822 -0.6384
H: -1.2248 -3.0956 0.5383
H: 0.5552 -4.7843 0.5222
H: 2.8655 -4.1192 -0.3161
H: 3.2108 -1.7141 -0.9969
N: 0.0054 -1.4968 0.0259
C: 1.2086 -1.1482 -0.5084
C: 1.4031 0.2711 -0.7629
N: 0.4990 1.0985 -0.1713
C: 0.8090 2.4032 -0.0117
C: 2.7189 2.1787 -1.4507
C: 1.8453 2.9957 -0.7330
H: 0.1792 2.9641 0.6813
H: 1.9481 4.0792 -0.7071
C: 2.5283 0.8030 -1.4147
H: 3.2263 0.1146 -1.8788
H: 3.5567 2.6103 -1.9930
Mo: -1.4245 0.2552 0.5555
C: -2.3897 -0.1308 -1.2437
H: -1.8383 -0.8797 -1.8321
H: -2.5583 0.7678 -1.8534
H: -3.3675 -0.5537 -0.9534
O: -0.5341 -0.1775 3.4484
N: 0.0325 -0.0362 2.3307
O: 1.2775 0.0494 2.2767
O: -2.1310 2.0345 0.6329

Forces on atoms 1 to 3 (eV/Å):
C -3.4 -0.2 -0.5
C -0.6 0.9 0.6
H -0.1 0.1 -0.3

***

6.
The following is a quantum chemistry calculation of one molecule with the formula C13H17N, from the OMol25 dataset.

Values from the calculation:
Kohn-Sham gap (alpha / beta) in eV: 6.853 / 6.657
ΔE to the lowest compared entry with this formula, charge and spin in kcal/mol: 101.0

CARTESIAN COORDINATES (ANGSTROEM)
C: -2.5716 -2.2368 -0.3982
C: -3.4014 -1.1881 0.0619
C: -1.2275 -2.0817 -0.4285
C: -2.8645 0.0477 0.2688
C: -0.5897 -0.8834 0.0629
C: -1.4782 0.2771 0.1142
C: 0.1691 1.8421 -0.6608
C: 1.1577 2.6686 -0.4561
C: 0.6928 -0.8981 0.5462
C: 1.1963 0.1482 1.4921
C: 2.4735 -1.5309 -1.0709
C: -1.9815 2.6272 -0.2045
C: 1.7116 -1.9441 0.1945
N: -1.0165 1.5336 -0.1446
H: -3.0251 -3.1697 -0.6998
H: -4.4590 -1.3587 0.1921
H: -0.6040 -2.9034 -0.7414
H: -3.5252 0.8580 0.5379
H: 1.3011 3.2391 0.4616
H: 1.9351 2.7860 -1.1938
H: 0.4009 0.8089 1.8257
H: 1.9878 0.7505 1.0467
H: 1.6140 -0.3466 2.3717
H: 1.7865 -1.4098 -1.9053
H: 3.2136 -2.2840 -1.3326
H: 2.9841 -0.5837 -0.9131
H: -2.4185 2.7844 0.7828
H: -1.4621 3.5345 -0.5064
H: -2.7755 2.4159 -0.9216
H: 2.4263 -2.0464 1.0141
H: 1.2565 -2.9207 0.0320

Forces on atoms 1 to 3 (eV/Å):
C -0.3 0.0 0.0
C 0.0 -0.2 -0.1
C 0.3 0.0 0.0

***

no.,E (eV)
1,-265113.0779
2,-106321.1399
3,-55773.6569
4,-61165.7640
5,-26201.2487
6,-15242.8377